# 1
The following is a quantum chemistry calculation of a cluster of 12 separate species, C22H47BN12O30 in total, from the OMol25 dataset.

HOMO energy (eV): -9.07
Total energy (eV): -103527.0066
Gap between HOMO and LUMO (eV): 7.3
Charge: 0

Each line ends with the Mulliken charge.
Geometry (Å):
C1 2.716 0.929 -0.980  -0.085
C2 2.564 2.427 -1.172  -0.615
O1 1.245 2.817 -1.502  -0.312
C3 0.887 2.559 -2.847  -0.815
C4 -0.434 1.835 -2.888  0.722
O2 -1.422 2.762 -3.378  -0.367
O3 -2.658 2.080 -3.360  -0.176
C5 -3.229 2.295 -2.164  0.617
O4 -2.769 3.035 -1.338  -0.561
C6 -4.499 1.553 -1.891  -0.110
C7 -5.530 2.288 -1.286  0.453
B1 -5.476 3.847 -0.959  0.818
O5 -6.086 4.353 0.150  -0.483
O6 -4.864 4.677 -1.853  -0.602
C8 -6.684 1.635 -0.958  -0.589
N1 -6.846 0.335 -1.246  0.117
C9 -5.891 -0.372 -1.854  -0.854
C10 -4.689 0.204 -2.175  0.319
C11 -3.679 -0.764 -2.799  0.177
O7 -4.232 -1.678 -3.461  -0.688
O8 -2.484 -0.590 -2.535  -0.482
H1 3.772 0.722 -0.898  -0.172
H2 2.264 0.628 -0.043  -0.024
H3 2.321 0.383 -1.829  0.406
H4 2.804 2.904 -0.224  0.401
H5 3.303 2.804 -1.882  0.297
H6 0.861 3.485 -3.424  0.319
H7 1.639 1.922 -3.306  0.448
H8 -0.697 1.575 -1.870  -0.333
H9 -0.426 0.960 -3.526  0.337
H10 -5.873 3.825 0.932  0.378
H11 -5.387 5.476 -1.981  0.316
H12 -7.500 2.140 -0.468  0.549
H13 -7.715 -0.119 -1.001  0.308
H14 -6.078 -1.407 -2.079  0.470
C12 -0.790 3.108 1.168  -0.513
N2 -0.561 2.452 2.482  0.992
O9 -1.117 2.915 3.460  -0.597
O10 0.167 1.482 2.507  -0.505
H15 -1.462 3.944 1.318  0.332
H16 0.175 3.435 0.791  0.210
H17 -1.225 2.371 0.501  0.054
C13 -6.617 3.551 4.461  -0.752
N3 -5.607 2.740 3.726  0.850
O11 -5.234 3.143 2.635  -0.601
O12 -5.214 1.735 4.257  -0.487
H18 -6.866 4.418 3.860  0.291
H19 -7.484 2.919 4.622  0.308
H20 -6.170 3.843 5.406  0.299
C14 -1.479 -1.211 1.309  -0.837
N4 -0.232 -0.959 0.538  0.874
O13 0.755 -1.611 0.820  -0.505
O14 -0.284 -0.122 -0.329  -0.336
H21 -1.282 -1.983 2.043  0.228
H22 -1.759 -0.279 1.788  0.251
H23 -2.235 -1.527 0.595  0.295
C15 7.125 -0.920 -1.725  -0.504
N5 5.751 -0.405 -1.955  0.997
O15 4.849 -1.213 -2.015  -0.553
O16 5.626 0.800 -2.063  -0.556
H24 7.083 -1.997 -1.649  0.207
H25 7.733 -0.615 -2.572  0.280
H26 7.489 -0.482 -0.803  0.119
C16 -6.216 -3.248 -5.170  -0.293
N6 -7.651 -3.619 -5.305  0.874
O17 -8.290 -3.139 -6.215  -0.540
O18 -8.104 -4.382 -4.472  -0.527
H27 -5.961 -2.562 -5.967  0.292
H28 -6.080 -2.779 -4.202  -0.079
H29 -5.632 -4.160 -5.236  0.288
C17 8.211 -5.497 -0.535  -0.759
N7 8.570 -4.053 -0.603  0.821
O19 8.252 -3.352 0.332  -0.469
O20 9.157 -3.679 -1.598  -0.500
H30 7.696 -5.676 0.400  0.317
H31 7.571 -5.712 -1.385  0.302
H32 9.135 -6.064 -0.593  0.286
C18 8.683 0.854 2.415  -0.819
N8 7.475 0.030 2.133  0.854
O21 6.826 0.299 1.140  -0.503
O22 7.216 -0.859 2.912  -0.536
H33 8.779 1.598 1.642  0.338
H34 8.537 1.315 3.388  0.324
H35 9.536 0.185 2.424  0.316
C19 0.173 1.790 5.952  -0.678
N9 0.218 1.269 7.347  0.879
O23 -0.539 0.367 7.641  -0.534
O24 1.012 1.787 8.104  -0.539
H36 -0.575 1.238 5.401  0.304
H37 -0.081 2.843 6.004  0.281
H38 1.159 1.650 5.520  0.280
C20 -10.659 -4.893 -3.070  -0.684
N10 -11.883 -4.564 -2.288  0.881
O25 -11.739 -4.177 -1.145  -0.539
O26 -12.948 -4.699 -2.849  -0.521
H39 -9.794 -4.723 -2.444  0.309
H40 -10.730 -5.935 -3.366  0.277
H41 -10.642 -4.248 -3.941  0.276
C21 1.617 -4.355 2.315  -0.663
N11 2.175 -5.734 2.254  0.888
O27 3.011 -6.046 3.075  -0.538
O28 1.752 -6.458 1.378  -0.534
H42 2.084 -3.831 3.139  0.313
H43 1.834 -3.868 1.370  0.276
H44 0.546 -4.446 2.463  0.253
C22 12.897 3.097 1.091  -0.714
N12 11.492 2.702 1.384  0.836
O29 11.058 1.703 0.848  -0.490
O30 10.870 3.410 2.146  -0.505
H45 13.318 2.375 0.402  0.319
H46 12.869 4.090 0.654  0.278
H47 13.435 3.104 2.033  0.280

---

# 2
The following is a quantum chemistry calculation of a cluster of 9 separate species, C22H47Cl17P in total, from the OMol25 dataset.

HOMO energy (eV): -11.15
Total energy (eV): -245741.0733
Gap between HOMO and LUMO (eV): 7.0
Charge: +1

Each line ends with the Mulliken charge.
Geometry (Å):
C1 -0.421 1.594 0.553  -1.015
C2 -0.396 2.069 -0.948  -0.501
C3 -0.858 0.848 -1.866  0.305
C4 0.423 0.407 -2.676  -0.447
C5 0.127 -0.521 -3.919  -0.571
C6 1.478 -0.775 -4.699  -0.021
P1 1.877 0.472 -6.006  0.365
Cl1 1.941 2.434 -5.359  -0.101
H1 0.041 0.589 0.658  0.292
H2 0.144 2.350 1.149  0.279
H3 -1.478 1.630 0.905  0.249
H4 0.679 2.287 -1.189  0.318
H5 -0.993 2.988 -1.139  0.288
H6 -1.639 1.168 -2.607  0.482
H7 -1.320 0.028 -1.242  -0.521
H8 1.165 -0.147 -2.049  0.180
H9 0.914 1.338 -3.044  0.153
H10 -0.719 -0.172 -4.553  0.395
H11 -0.166 -1.511 -3.491  0.237
H12 2.290 -0.895 -3.947  0.430
H13 1.358 -1.756 -5.243  -0.230
H14 1.034 0.396 -7.144  0.207
H15 3.200 0.175 -6.472  0.218
Cl2 4.274 -4.712 -5.244  -0.180
C7 2.603 -5.302 -5.063  -0.521
C8 1.844 -5.276 -6.370  -0.404
Cl3 1.525 -3.611 -6.928  -0.208
H16 2.112 -4.695 -4.303  0.291
H17 2.665 -6.325 -4.694  0.377
H18 0.874 -5.759 -6.246  0.267
H19 2.384 -5.796 -7.159  0.371
Cl4 3.268 1.223 0.446  -0.161
C9 3.829 2.126 1.878  -0.508
C10 3.550 1.387 3.167  -0.442
Cl5 1.809 1.299 3.533  -0.086
H20 3.352 3.105 1.868  0.254
H21 4.903 2.269 1.760  0.407
H22 4.021 1.910 3.999  0.177
H23 3.941 0.371 3.139  0.396
Cl6 -1.484 -5.641 -8.416  -0.186
C11 -1.185 -4.232 -9.464  -0.173
C12 -2.451 -3.454 -9.747  -0.449
Cl7 -3.583 -4.363 -10.776  -0.171
H24 -0.720 -4.587 -10.382  0.329
H25 -0.469 -3.597 -8.943  0.062
H26 -2.207 -2.535 -10.281  0.297
H27 -2.970 -3.187 -8.827  0.303
Cl8 -2.955 -0.963 -0.009  -0.172
C13 -4.307 -1.708 -0.915  -0.361
C14 -3.850 -2.732 -1.924  -0.333
Cl9 -2.979 -1.993 -3.285  -0.211
H28 -4.873 -0.910 -1.386  0.144
H29 -4.947 -2.187 -0.175  0.407
H30 -4.715 -3.243 -2.344  0.155
H31 -3.200 -3.480 -1.471  0.325
Cl10 -7.293 -0.495 -0.451  -0.170
C15 -8.328 -0.606 -1.897  -0.475
C16 -8.867 -2.003 -2.105  -0.427
Cl11 -7.587 -3.157 -2.557  -0.167
H32 -7.748 -0.270 -2.755  0.316
H33 -9.154 0.090 -1.750  0.334
H34 -9.593 -2.001 -2.918  0.317
H35 -9.360 -2.379 -1.210  0.317
Cl12 3.322 5.619 8.036  -0.192
C17 2.009 4.763 7.180  -0.223
C18 2.524 3.690 6.252  0.561
Cl13 3.398 4.393 4.861  -0.238
H36 1.424 5.506 6.638  0.410
H37 1.380 4.323 7.938  0.012
H38 1.691 3.100 5.837  -0.433
H39 3.196 3.004 6.760  0.173
Cl14 -0.352 2.504 9.200  -0.175
C19 -1.554 1.775 8.113  -0.443
C20 -0.930 0.862 7.080  -0.550
Cl15 0.040 1.703 5.825  -0.210
H40 -2.123 2.579 7.647  0.298
H41 -2.231 1.201 8.746  0.339
H42 -1.721 0.337 6.543  0.346
H43 -0.286 0.121 7.552  0.298
Cl16 6.621 1.830 11.410  -0.187
C21 6.876 3.088 10.175  -0.476
C22 5.609 3.855 9.870  -0.453
Cl17 4.400 2.852 9.035  -0.157
H44 7.277 2.609 9.283  0.327
H45 7.633 3.768 10.567  0.323
H46 5.834 4.694 9.210  0.270
H47 5.152 4.249 10.776  0.348

---

# 3
The following is a quantum chemistry calculation of a cluster of 6 separate species, C22H47Cl4NO5S2 in total, from the OMol25 dataset.

HOMO energy (eV): -7.00
Total energy (eV): -107060.4469
Gap between HOMO and LUMO (eV): 6.9
Charge: 0

Each line ends with the Mulliken charge.
Geometry (Å):
C1 -0.343 5.018 0.278  -1.619
C2 -0.145 3.546 0.590  0.476
C3 -1.186 2.889 1.487  -0.291
C4 -1.071 1.385 1.409  0.026
N1 -1.982 0.662 2.350  0.913
C5 -3.436 0.988 2.058  -0.418
C6 -4.178 -0.338 1.920  -0.874
C7 -3.252 -1.331 2.584  -0.908
C8 -1.901 -0.834 2.125  -0.420
C9 -1.648 1.059 3.725  -0.864
H1 -1.262 5.166 -0.293  0.360
H2 0.495 5.519 -0.198  0.437
H3 -0.475 5.559 1.224  0.329
H4 0.859 3.410 1.003  0.191
H5 -0.178 2.949 -0.330  -0.230
H6 -2.197 3.253 1.273  0.307
H7 -0.989 3.203 2.518  0.241
H8 -0.042 1.082 1.646  -0.580
H9 -1.286 0.978 0.420  0.358
H10 -3.829 1.570 2.884  0.303
H11 -3.539 1.529 1.121  0.320
H12 -5.165 -0.336 2.388  0.426
H13 -4.430 -0.613 0.896  0.367
H14 -3.276 -1.397 3.672  0.332
H15 -3.365 -2.366 2.252  0.506
H16 -1.066 -1.288 2.654  0.358
H17 -1.776 -0.953 1.053  0.039
H18 -1.806 2.111 3.901  0.498
H19 -0.599 0.804 3.866  -0.085
H20 -2.204 0.425 4.414  0.444
C10 0.732 -1.128 0.955  -0.054
O1 1.186 -0.694 2.167  -0.787
H21 0.985 -0.506 0.047  -0.279
H22 1.213 -2.104 0.673  0.455
H23 -0.374 -1.338 0.915  -0.251
C11 1.935 0.004 -2.781  0.049
C12 0.952 1.071 -2.314  0.035
C13 0.347 1.790 -3.502  -1.047
S1 0.055 0.467 -4.675  1.065
O2 0.284 0.958 -6.014  -0.720
O3 -1.187 -0.203 -4.358  -0.584
C14 1.469 -0.580 -4.142  -0.369
H24 2.035 -0.791 -2.048  -0.431
H25 2.905 0.467 -2.959  0.365
H26 1.412 1.751 -1.594  0.628
H27 0.136 0.617 -1.738  -0.255
H28 1.122 2.347 -4.034  0.385
H29 -0.571 2.309 -3.249  0.489
H30 2.268 -0.443 -4.860  0.395
H31 1.021 -1.569 -4.130  -0.015
C15 -1.925 -2.952 -1.607  0.233
C16 -2.701 -3.197 -2.887  -0.627
C17 -2.275 -4.588 -3.360  -0.802
S2 -0.477 -4.484 -3.295  1.061
O4 0.044 -3.662 -4.360  -0.631
O5 0.096 -5.759 -2.943  -0.702
C18 -0.487 -3.410 -1.824  -0.226
H32 -2.365 -3.454 -0.737  0.202
H33 -1.910 -1.929 -1.211  -0.236
H34 -2.411 -2.441 -3.629  0.162
H35 -3.783 -3.056 -2.859  0.450
H36 -2.624 -4.834 -4.360  0.490
H37 -2.666 -5.323 -2.657  0.326
H38 0.374 -2.750 -1.900  -0.174
H39 -0.235 -4.095 -1.011  0.378
Cl1 0.898 2.976 4.594  -0.198
C19 2.097 1.664 4.615  -0.436
C20 2.956 1.667 3.384  0.216
Cl2 4.162 2.961 3.427  -0.217
H40 1.494 0.753 4.626  0.165
H41 2.662 1.562 5.541  0.490
H42 2.362 1.743 2.480  -0.288
H43 3.396 0.669 3.374  0.308
Cl3 4.419 -2.160 -1.327  -0.201
C21 4.446 -0.900 -0.077  -0.043
C22 5.735 -0.102 -0.122  -0.515
Cl4 5.905 0.859 1.367  -0.163
H44 4.356 -1.438 0.868  0.368
H45 3.552 -0.283 -0.133  -0.036
H46 5.623 0.587 -0.961  0.258
H47 6.628 -0.698 -0.262  0.374